A 12-piece molecular cluster, C99H211N11O12 overall in a non-equilibrium geometry. Source: the Open Molecules 2025 dataset; level of theory: ωB97M-V with the def2-TZVPD basis set.

Each line ends with the Löwdin charge.
Positions of all 333 atoms, in Å:
C -0.5232 0.3427 6.8949  -0.0171
C 0.5536 -0.4803 6.1116  -0.4371
C -0.0608 -0.6892 4.6499  -0.0077
C 1.8965 0.2686 6.0903  -0.1459
C 3.0439 -0.5471 5.5880  -0.1864
C 3.1995 -1.9122 6.2646  -0.1122
C 1.8715 -2.7094 6.4216  -0.5058
C 1.6692 -3.5656 5.1110  -0.0350
C 2.0764 -3.7276 7.5060  -0.0673
N 0.7918 -1.7777 6.8534  -0.0805
O -0.4149 -2.5166 6.8175  -0.0530
H -0.2231 0.3117 7.9509  0.0896
H -0.5444 1.3553 6.4828  0.0555
H -1.5234 -0.1169 6.7691  0.0659
H -0.3202 0.3115 4.3658  0.0461
H 0.6538 -1.1431 3.9320  0.0636
H -0.9574 -1.3805 4.7016  0.0846
H 1.7650 1.0379 5.3714  0.0866
H 2.1265 0.6107 7.0906  0.1294
H 2.9316 -0.6178 4.4941  0.1017
H 3.9822 0.0012 5.8103  0.0932
H 3.5375 -1.8124 7.3077  0.1201
H 3.8647 -2.6220 5.7406  0.1208
H 0.6982 -4.0773 5.2063  0.0782
H 2.5489 -4.2190 5.0407  0.0924
H 1.4475 -3.0081 4.2190  0.0404
H 1.3070 -4.4857 7.4612  0.0748
H 1.9812 -3.2691 8.5048  0.0947
H 3.0452 -4.2299 7.5310  0.0901
H -0.7144 -2.4346 7.7492  0.1223
C 2.8993 -3.1716 -2.3498  -0.0452
C 4.4064 -3.3978 -2.4781  -0.5088
C 5.0762 -2.1297 -1.9058  -0.0017
C 4.7838 -4.5770 -1.6253  -0.1201
C 6.1943 -5.1094 -1.9846  -0.1309
C 6.3860 -5.2351 -3.5231  -0.1258
C 5.9938 -4.0092 -4.3436  -0.5588
C 7.0088 -2.8921 -4.1544  -0.0222
C 5.9179 -4.3777 -5.8049  -0.0308
N 4.6555 -3.6927 -3.9260  -0.0588
O 4.3194 -2.4985 -4.5613  -0.0804
H 2.2283 -3.9619 -2.7510  0.0810
H 2.6578 -3.1313 -1.2705  0.0664
H 2.6218 -2.2135 -2.8287  0.0873
H 4.6189 -2.0051 -0.9401  0.0713
H 6.1530 -2.4218 -1.8439  0.0829
H 4.7771 -1.3438 -2.6286  0.0958
H 4.5970 -4.1847 -0.6207  0.1133
H 4.0583 -5.4136 -1.7804  0.1237
H 7.0608 -4.5918 -1.6261  0.0947
H 6.2123 -6.1093 -1.6202  0.0926
H 5.8312 -6.0441 -3.9207  0.0995
H 7.3609 -5.5924 -3.8031  0.1163
H 7.7733 -2.9499 -4.9091  0.0764
H 7.5190 -2.9683 -3.1820  0.0753
H 6.4774 -1.9303 -4.2356  0.0861
H 6.9037 -4.6978 -6.2025  0.0972
H 5.6405 -3.4886 -6.4762  0.0806
H 5.0814 -5.0440 -6.0156  0.0862
H 3.6893 -2.6155 -5.2683  0.0342
C -5.6717 -6.9626 -2.8632  -0.0071
C -6.8668 -6.0203 -2.3419  -0.5139
C -8.1338 -6.3822 -3.0913  -0.0317
C -7.0713 -6.2091 -0.8000  -0.1153
C -5.8489 -5.7698 0.0829  -0.1255
C -5.5842 -4.2505 -0.2850  -0.1365
C -5.5048 -3.9965 -1.7905  -0.4535
C -5.6653 -2.4584 -1.9902  -0.0384
C -4.0592 -4.3770 -2.2902  -0.0137
N -6.7062 -4.6123 -2.4565  -0.0904
O -6.4873 -4.3164 -3.8254  -0.0175
H -5.4678 -6.8342 -3.9550  0.0919
H -4.7512 -6.9110 -2.3209  0.0378
H -5.9748 -8.0136 -2.6974  0.0821
H -8.3118 -7.4176 -2.9659  0.0765
H -8.8725 -5.7038 -2.7938  0.0714
H -7.9976 -6.2214 -4.1489  0.0782
H -7.9525 -5.6388 -0.5851  0.1008
H -7.3678 -7.2281 -0.4413  0.1262
H -6.1118 -5.8118 1.1209  0.0893
H -4.9761 -6.4146 -0.0346  0.0881
H -4.6781 -3.8680 0.2095  0.1067
H -6.4188 -3.6653 0.1194  0.1019
H -5.0026 -2.0015 -1.2985  0.0420
H -6.6039 -2.0106 -1.6922  0.0773
H -5.4162 -2.1430 -3.0402  0.1006
H -3.6484 -5.1595 -1.6659  0.0505
H -3.4351 -3.4762 -2.0897  0.0658
H -3.8872 -4.6526 -3.3106  0.0754
H -7.2706 -3.8867 -4.0625  0.0759
C -2.8942 3.6608 2.6522  -0.0284
C -2.6910 5.0468 3.2177  -0.5018
C -3.2207 6.1709 2.2785  -0.0143
C -3.5105 5.1297 4.4389  -0.1896
C -3.0229 4.3354 5.6105  -0.1673
C -1.6272 4.9226 5.9308  -0.1047
C -0.6625 4.7429 4.7423  -0.5284
C 0.6672 5.4575 4.9785  -0.0091
C -0.4076 3.2624 4.5505  -0.0320
N -1.2499 5.3961 3.5782  -0.0320
O -0.4023 5.0914 2.4070  -0.0771
H -2.1179 3.3313 1.9399  0.0749
H -2.8661 2.9510 3.5114  0.0592
H -3.8726 3.4514 2.1749  0.0913
H -4.2943 5.8870 2.1075  0.1050
H -3.1013 7.1504 2.7520  0.0874
H -2.7585 6.1708 1.2993  0.0473
H -3.5041 6.2107 4.7456  0.1391
H -4.5348 4.8650 4.2112  0.1246
H -3.7117 4.3888 6.4556  0.1181
H -2.9284 3.2756 5.3703  0.0811
H -1.2481 4.4733 6.8485  0.1231
H -1.7262 6.0172 6.0424  0.1244
H 1.1658 5.5241 4.0198  0.0589
H 1.2145 4.8529 5.7035  0.0878
H 0.4701 6.4424 5.3150  0.0698
H 0.0343 3.0845 3.5872  0.0708
H -1.2833 2.6203 4.7074  0.0608
H 0.2378 3.0276 5.3830  0.0677
H -0.5176 5.9389 1.8758  0.0689
C 0.4931 7.9386 -1.7607  -0.0347
C 0.2060 6.9028 -0.7193  -0.5192
C -1.0120 6.1007 -1.2398  -0.0308
C 1.3438 5.9006 -0.6182  -0.1106
C 2.5003 6.6329 0.1275  -0.1586
C 2.0093 7.1519 1.4856  -0.1241
C 0.8192 8.1385 1.3649  -0.5068
C 0.0744 8.4427 2.6628  -0.0212
C 1.3874 9.4577 0.8215  -0.0349
N -0.2045 7.4589 0.5838  -0.1139
O -1.2249 8.3863 0.2927  -0.0141
H 0.4815 7.3897 -2.7271  0.0936
H -0.2405 8.7102 -1.8168  0.0721
H 1.4728 8.4802 -1.6254  0.0904
H -0.8169 5.4394 -2.0515  0.0376
H -1.4759 5.4735 -0.4668  0.0768
H -1.8578 6.7214 -1.5597  0.0859
H 0.9807 4.9839 -0.0756  0.1176
H 1.6598 5.5129 -1.6068  0.1287
H 3.3014 5.9304 0.3736  0.0930
H 2.9726 7.4179 -0.4900  0.1044
H 2.8120 7.7203 2.0123  0.1387
H 1.7577 6.2837 2.0441  0.0748
H -0.2813 9.4914 2.7171  0.0934
H 0.8130 8.2895 3.4600  0.0880
H -0.7444 7.7580 2.8753  0.0573
H 0.6589 9.9299 0.1204  0.0899
H 2.3988 9.4261 0.2974  0.1003
H 1.4304 10.1827 1.6250  0.0701
H -2.0466 7.9921 0.5613  0.0755
C -4.2532 -0.1414 1.8219  -0.0284
C -5.2381 -0.0386 2.9755  -0.4975
C -5.6479 1.4203 3.2528  -0.0213
C -6.5213 -0.8613 2.6170  -0.1095
C -6.3851 -2.3832 2.6644  -0.1904
C -5.8855 -2.7513 4.0360  -0.1369
C -4.5964 -1.9992 4.4387  -0.4807
C -4.3307 -2.2045 5.9222  -0.0317
C -3.3847 -2.6108 3.6091  -0.0154
N -4.7493 -0.5558 4.2385  -0.0754
O -3.4721 0.0569 4.4846  -0.0467
H -3.3028 0.2701 2.1048  0.0622
H -4.1968 -1.1453 1.4252  0.0604
H -4.6008 0.4670 1.0129  0.0830
H -6.3463 1.4827 4.0568  0.0759
H -4.8409 2.0998 3.5222  0.0415
H -5.9969 1.8317 2.2764  0.0997
H -7.2755 -0.6315 3.3797  0.1176
H -6.9126 -0.5272 1.6368  0.1289
H -7.2836 -2.9384 2.4026  0.1184
H -5.6419 -2.6451 1.9391  0.0555
H -5.6279 -3.8049 4.1737  0.1235
H -6.6755 -2.5374 4.7770  0.1246
H -3.4469 -1.6513 6.2925  0.0727
H -4.2173 -3.2465 6.1261  0.0782
H -5.1746 -1.7841 6.4634  0.0854
H -2.8094 -3.4043 4.1303  0.0807
H -2.7038 -1.8405 3.2380  0.0448
H -3.7201 -3.1590 2.6750  0.0748
H -3.4874 0.3662 5.3947  0.0895
C -0.5753 -6.2138 -2.2002  -0.0477
C -0.0377 -6.4745 -0.8384  -0.4929
C 0.4010 -7.9866 -0.8998  -0.0143
C 1.1015 -5.5042 -0.6186  -0.1468
C 1.7026 -5.6073 0.7718  -0.1535
C 0.5972 -5.3476 1.7437  -0.1328
C -0.6528 -6.2169 1.6003  -0.5493
C -0.4298 -7.6427 2.0097  -0.0444
C -1.8207 -5.6429 2.4341  -0.0169
N -1.0658 -6.1147 0.2238  -0.0729
O -2.2194 -6.8544 -0.0711  -0.0356
H -1.2585 -6.9985 -2.4792  0.0833
H -1.0495 -5.2326 -2.2840  0.0848
H 0.3185 -6.2248 -2.8240  0.0865
H 0.9053 -8.1529 -1.8821  0.1008
H 1.1029 -8.2236 -0.1054  0.0580
H -0.4489 -8.6574 -0.9342  0.0772
H 1.8739 -5.8193 -1.3518  0.1121
H 0.7680 -4.5039 -0.8890  0.0982
H 2.0864 -6.5916 1.0591  0.1206
H 2.4990 -4.8845 0.8033  0.0831
H 0.1447 -4.3676 1.6485  0.1013
H 0.9830 -5.4785 2.7994  0.1367
H 0.3488 -8.2082 1.5284  0.0500
H -1.2331 -8.3699 1.9531  0.0835
H -0.2333 -7.6825 3.1195  0.1089
H -1.9181 -4.6211 2.0661  0.0559
H -1.5354 -5.7183 3.5180  0.1061
H -2.7928 -6.0464 2.1008  0.0877
H -2.0066 -7.7797 -0.0026  0.0679
C -3.1655 7.4219 -5.0299  -0.0360
C -2.4382 6.2531 -5.7075  -0.4845
C -3.2926 5.8409 -6.9290  -0.0274
C -1.0742 6.6749 -6.1818  -0.1637
C -0.0956 5.5838 -6.5972  -0.1668
C -0.0674 4.5235 -5.4531  -0.1156
C -1.4754 4.0223 -4.9910  -0.5190
C -2.1074 3.1454 -6.0124  -0.0593
C -1.3634 3.1009 -3.7376  -0.0394
N -2.2846 5.2094 -4.5749  -0.0423
O -3.6140 4.7514 -4.3778  -0.0646
H -3.3674 8.1951 -5.7594  0.0800
H -4.1466 7.0740 -4.6737  0.0868
H -2.6078 7.8227 -4.2008  0.0706
H -2.6948 5.3742 -7.7026  0.0665
H -4.1370 5.2276 -6.6411  0.0847
H -3.6140 6.7088 -7.4371  0.0668
H -1.2095 7.3472 -7.0454  0.1283
H -0.5546 7.2834 -5.3994  0.1256
H -0.5425 5.0904 -7.4820  0.0947
H 0.9206 5.8899 -6.8616  0.1126
H 0.5359 4.9599 -4.5834  0.1277
H 0.5547 3.6302 -5.6366  0.1096
H -1.8359 3.4747 -7.0562  0.0892
H -3.1901 2.9510 -5.8929  0.0968
H -1.7660 2.0944 -5.8987  0.0844
H -2.3536 2.7451 -3.4843  0.0814
H -0.9051 3.7078 -2.9490  0.0537
H -0.7122 2.2540 -3.9692  0.0780
H -3.8032 4.8023 -3.4382  0.1050
C -1.4606 -1.7760 0.4681  0.0000
C -0.8919 -0.9419 -0.7769  -0.4222
C -0.6751 -1.9311 -1.9601  -0.0234
C -1.9866 0.2130 -1.1702  -0.0692
C -1.8204 1.4003 -0.2021  -0.1738
C -0.3902 1.9822 -0.3174  -0.1144
C 0.6371 0.8790 0.0899  -0.4497
C 2.0801 1.3378 -0.2985  -0.0223
C 0.6791 0.8001 1.6543  -0.0288
N 0.4398 -0.3986 -0.6318  -0.0719
O 1.3198 -1.4085 -0.0400  -0.0363
H -2.4915 -2.0572 0.2016  0.0681
H -1.3886 -1.2886 1.4556  0.0662
H -0.8955 -2.6924 0.5826  0.0475
H -0.0247 -2.7558 -1.7367  0.0403
H -0.1475 -1.4442 -2.8125  0.0834
H -1.6413 -2.3063 -2.2599  0.0620
H -1.8427 0.4042 -2.2164  0.0949
H -2.9026 -0.3112 -0.9692  0.0805
H -1.8679 1.0585 0.8675  0.0870
H -2.5642 2.1737 -0.3559  0.1017
H -0.3336 2.7794 0.4026  0.0891
H -0.1714 2.2808 -1.3628  0.1073
H 2.2446 0.9951 -1.2880  0.0709
H 2.2438 2.4219 -0.1874  0.0750
H 2.8518 1.0098 0.4085  0.0622
H -0.2924 0.5409 2.1017  0.0612
H 1.5199 0.1933 2.0214  0.0733
H 0.9681 1.8119 1.9782  0.0696
H 1.7503 -1.7967 -0.8088  0.0370
C 1.3383 -3.8308 -5.4001  -0.0089
C 1.3431 -2.6481 -6.3825  -0.5056
C 0.2884 -2.8443 -7.5368  0.0016
C 1.1052 -1.4337 -5.5678  -0.1462
C 1.2692 -0.0973 -6.2845  -0.1498
C 2.6800 -0.0508 -6.7944  -0.1349
C 3.0447 -1.2811 -7.6385  -0.4698
C 2.5745 -1.1256 -9.1200  -0.0183
C 4.5811 -1.3194 -7.6797  -0.0539
N 2.7028 -2.5036 -6.8763  -0.1212
O 2.9428 -3.6317 -7.6827  -0.0152
H 2.2910 -4.1541 -5.0666  0.0592
H 0.7177 -3.6260 -4.5150  0.0815
H 0.9137 -4.7578 -5.7746  0.0866
H 0.3767 -3.8309 -8.0538  0.0895
H -0.7283 -3.0267 -7.1689  0.0954
H 0.2747 -2.0649 -8.2931  0.0634
H 0.1644 -1.6051 -5.0887  0.1062
H 1.8991 -1.5256 -4.7976  0.1189
H 0.5234 -0.0199 -7.0545  0.1027
H 1.0778 0.7588 -5.6472  0.1016
H 3.3758 -0.0107 -5.9871  0.1064
H 2.9590 0.8709 -7.3824  0.1459
H 1.5725 -0.7332 -9.2185  0.0680
H 2.6993 -1.9839 -9.7501  0.0780
H 3.1882 -0.4212 -9.6256  0.0676
H 4.9810 -0.4651 -8.2715  0.0910
H 4.9055 -2.2068 -8.2540  0.0880
H 5.1566 -1.2369 -6.7350  0.0851
H 2.1178 -3.7574 -8.1807  0.0707
C 5.0833 0.6648 3.0223  -0.0284
C 5.8911 1.8703 2.5065  -0.4848
C 7.0980 1.3087 1.7227  -0.0243
C 5.0157 2.6932 1.5207  -0.1387
C 3.8673 3.3890 2.2004  -0.1653
C 4.3850 4.2427 3.3980  -0.0935
C 5.3112 3.4743 4.4138  -0.4785
C 6.1011 4.3989 5.3405  -0.0533
C 4.3906 2.6281 5.3757  -0.0226
N 6.3203 2.8290 3.5511  -0.0356
O 7.1760 2.0041 4.4330  -0.0545
H 5.0694 -0.1186 2.2508  0.0892
H 5.6141 0.2321 3.8415  0.0695
H 4.0826 0.8066 3.4591  0.0523
H 7.6426 2.0972 1.1671  0.0936
H 7.7662 0.7841 2.3838  0.0726
H 6.7186 0.6713 0.9362  0.0773
H 5.7087 3.4134 1.1555  0.1054
H 4.6771 2.1542 0.6549  0.1003
H 3.1788 3.9490 1.5470  0.0969
H 3.2217 2.6219 2.5847  0.0751
H 3.6661 4.7799 4.0087  0.1063
H 5.0509 4.9549 2.9690  0.1003
H 5.5068 5.0757 5.9641  0.0836
H 6.7568 4.9886 4.7467  0.0664
H 6.7405 3.8375 6.0786  0.0996
H 4.9211 1.7487 5.7726  0.0780
H 3.4638 2.3855 4.8856  0.0492
H 4.1451 3.2685 6.2159  0.0777
H 8.0895 2.1926 4.2114  0.0936
O 3.5145 -2.8305 1.8530  -0.0457
H 3.1711 -3.1268 2.6968  0.0091
H 2.7762 -2.3357 1.4833  0.0088

Values from the calculation:
**Energy relative to the best compared isomer or geometry (same formula, charge and spin)**: 1.1 kcal/mol
**Frontier orbital gap**: 0.3189 Eh
**E_HOMO**: -8.307 eV
**Max |F|**: 3.40 eV/Å